The following is a DFT calculation (ωB97M-V/def2-TZVPD) of 15 unconnected molecules or ions with the total composition C60H165N15O15 in a non-equilibrium geometry.

Last column: Löwdin charge in e.
Element x y z (Å)
C: 15.29829 19.09297 18.99011  -0.05
C: 13.94636 19.30981 18.24800  -0.38
C: 13.81045 18.05567 17.36249  -0.27
O: 14.78123 17.95792 16.40648  -0.19
C: 14.49673 16.99193 15.43342  -0.08
N: 12.82034 19.37162 19.18941  0.06
H: 15.28473 19.49981 19.99996  0.07
H: 16.01935 19.63979 18.48454  0.04
H: 15.59530 18.00894 19.13226  0.10
H: 14.01164 20.16631 17.51676  0.15
H: 12.88016 18.18514 16.81491  0.11
H: 13.76413 17.12969 17.99711  0.13
H: 15.24808 17.15478 14.66950  0.09
H: 13.49105 17.15952 15.10127  0.08
H: 14.73846 16.03696 15.87727  0.08
H: 11.98531 19.47303 18.65715  0.06
H: 12.93830 20.20576 19.70289  0.06
C: 13.36276 8.52566 10.58102  -0.09
C: 13.35546 8.99719 12.01224  -0.46
C: 14.74896 8.93470 12.67060  -0.19
O: 14.62817 9.48751 13.96893  -0.21
C: 15.80278 9.50917 14.77499  -0.08
N: 12.85225 10.32727 11.90454  0.06
H: 12.48741 8.82080 10.05415  0.06
H: 13.48799 7.43065 10.47594  0.09
H: 14.12294 9.07181 9.97097  0.09
H: 12.69149 8.33384 12.54230  0.13
H: 15.39225 9.52738 11.98253  0.13
H: 15.12175 7.89665 12.70634  0.13
H: 16.56497 9.97725 14.17064  0.07
H: 16.16505 8.48287 14.99922  0.09
H: 15.63960 10.08584 15.69645  0.07
H: 13.11093 10.94057 12.69375  0.05
H: 12.98073 10.74347 11.00119  0.07
C: 9.09587 12.77640 16.66142  -0.05
C: 7.99986 13.71013 17.09787  -0.39
C: 8.52028 15.14800 16.99529  -0.19
O: 9.56643 15.37762 17.95519  -0.24
C: 10.57226 16.33381 17.51984  -0.09
N: 6.75601 13.67304 16.22294  0.04
H: 8.77418 11.80599 16.83245  0.06
H: 10.00971 12.88142 17.29615  0.09
H: 9.36138 12.96783 15.67521  0.04
H: 7.77442 13.51340 18.10916  0.11
H: 7.70078 15.92970 17.24449  0.15
H: 8.96893 15.32738 15.97654  0.11
H: 10.13031 17.35718 17.50881  0.10
H: 10.94126 16.04699 16.52429  0.06
H: 11.45526 16.29200 18.22123  0.06
H: 6.57680 12.73759 15.75086  0.10
H: 5.92838 13.75377 16.79780  0.06
C: 25.11546 13.51829 21.74306  -0.08
C: 23.75375 14.03794 21.40862  -0.40
C: 23.28374 13.46914 20.05207  -0.18
O: 24.02379 14.28054 19.11599  -0.21
C: 24.15581 13.95257 17.74568  -0.13
N: 22.66968 13.80834 22.46077  0.03
H: 25.72169 14.10643 22.50142  0.10
H: 25.59008 13.55571 20.75689  0.08
H: 25.12533 12.48852 22.06597  0.07
H: 23.83955 15.12301 21.32100  0.14
H: 22.17828 13.57728 19.87222  0.11
H: 23.63080 12.40735 20.04405  0.13
H: 23.36624 13.86702 17.03038  0.04
H: 24.57422 12.92391 17.57093  0.09
H: 24.90246 14.63973 17.29917  0.09
H: 22.73907 12.96437 23.05914  0.08
H: 22.41984 14.61278 23.00570  0.05
C: 16.67388 14.23764 13.91590  -0.06
C: 15.38213 13.65206 13.41758  -0.41
C: 14.43303 13.18967 14.54002  -0.15
O: 13.27735 12.49473 14.00797  -0.22
C: 12.55888 11.84963 15.00617  -0.11
N: 14.77484 14.73327 12.58221  0.07
H: 17.19264 14.68999 13.04383  0.10
H: 17.22863 13.40367 14.38389  0.07
H: 16.36676 14.99410 14.61261  0.05
H: 15.64731 12.78636 12.82567  0.13
H: 14.11684 14.08129 15.03209  0.09
H: 15.06868 12.59986 15.24065  0.12
H: 12.22577 12.51399 15.80490  0.07
H: 13.22462 11.05601 15.34848  0.08
H: 11.72542 11.39488 14.53134  0.08
H: 13.83572 14.49225 12.33025  0.05
H: 14.62476 15.49482 13.21518  0.03
C: 18.29496 8.26244 20.07799  -0.05
C: 18.54979 9.38268 21.10200  -0.47
C: 18.22062 10.69570 20.46620  -0.18
O: 18.65604 11.88475 21.20226  -0.19
C: 19.84664 12.48870 20.83981  -0.14
N: 17.75866 9.26211 22.31337  0.06
H: 17.30836 8.48671 19.54347  0.10
H: 18.36633 7.28853 20.50397  0.06
H: 19.09181 8.21730 19.31716  0.06
H: 19.63326 9.34272 21.31003  0.14
H: 17.14478 10.71498 20.23952  0.11
H: 18.81492 10.71023 19.53420  0.11
H: 20.32890 13.00835 21.66207  0.06
H: 19.67120 13.27251 20.12090  0.06
H: 20.59463 11.80853 20.48171  0.07
H: 18.21151 8.56401 22.84258  0.06
H: 17.98529 10.10878 22.85904  0.09
C: 13.60091 8.88330 18.51053  0.00
C: 13.23142 9.92428 19.63957  -0.39
C: 12.08199 9.37196 20.47357  -0.22
O: 11.69482 10.28798 21.44058  -0.20
C: 10.51782 10.13332 22.16342  -0.10
N: 14.45795 10.21127 20.38830  0.06
H: 12.69652 8.43631 18.22535  0.06
H: 14.39271 8.25648 18.88235  0.07
H: 13.93113 9.52715 17.74840  0.04
H: 12.85919 10.87369 19.24646  0.12
H: 12.25743 8.43775 20.96110  0.13
H: 11.30883 9.23403 19.77920  0.10
H: 10.59704 9.11327 22.72502  0.12
H: 9.60590 10.25073 21.59692  0.08
H: 10.51681 10.91376 22.89150  0.07
H: 14.31489 10.80747 21.19192  0.04
H: 14.79099 9.32173 20.69675  0.06
C: 12.15596 17.52832 23.27782  -0.03
C: 12.39935 16.41046 22.19788  -0.44
C: 11.11115 16.09190 21.47563  -0.22
O: 10.13155 15.55110 22.38960  -0.19
C: 9.09916 14.95581 21.51897  -0.07
N: 13.45944 16.71749 21.29656  0.06
H: 11.40848 17.12047 23.97447  0.08
H: 11.86883 18.45210 22.82765  0.06
H: 13.08994 17.66151 23.77146  0.05
H: 12.72861 15.52788 22.70332  0.10
H: 11.33841 15.35956 20.72562  0.08
H: 10.69528 16.91070 20.84947  0.13
H: 8.74451 15.61730 20.72616  0.07
H: 8.29550 14.78877 22.26380  0.09
H: 9.56221 14.08160 21.02258  0.09
H: 13.18789 17.56403 20.75804  0.06
H: 14.32969 16.93184 21.76569  0.06
C: 19.64239 11.92304 15.39437  -0.06
C: 20.26387 11.24060 16.61067  -0.41
C: 20.60524 9.81878 16.26534  -0.22
O: 19.42114 9.10705 15.87380  -0.22
C: 19.60761 7.71015 16.07867  -0.12
N: 21.47679 12.03174 17.06604  0.07
H: 19.42559 13.00194 15.60760  0.07
H: 18.74543 11.31874 15.10092  0.07
H: 20.38003 11.96004 14.60060  0.08
H: 19.58835 11.24668 17.49493  0.12
H: 21.03229 9.26581 17.16722  0.13
H: 21.40303 9.79337 15.47359  0.14
H: 20.67190 7.43029 15.77868  0.10
H: 18.99513 7.17356 15.33437  0.09
H: 19.46455 7.43455 17.13382  0.07
H: 21.09158 12.93703 17.16083  0.01
H: 21.75072 11.77127 18.00463  0.05
C: 11.85682 13.19924 25.66452  -0.03
C: 13.38833 13.27801 25.45596  -0.46
C: 13.81944 12.83868 24.08959  -0.21
O: 13.55826 11.43930 23.94542  -0.19
C: 14.68354 10.56257 23.94979  -0.10
N: 13.79532 14.63444 25.67573  0.05
H: 11.61808 12.11197 25.66712  0.08
H: 11.35202 13.63148 24.87519  0.04
H: 11.59934 13.68210 26.65982  0.10
H: 13.92436 12.59655 26.14292  0.14
H: 14.88825 13.04069 24.08566  0.09
H: 13.27911 13.37379 23.32813  0.09
H: 15.14072 10.39755 22.95269  0.05
H: 14.46592 9.54877 24.29885  0.09
H: 15.46906 11.00502 24.58694  0.09
H: 14.80314 14.79691 25.65661  0.07
H: 13.44627 14.96050 26.53762  0.05
C: 18.61376 14.98465 18.18682  -0.04
C: 19.05811 15.79738 16.93055  -0.41
C: 18.76515 17.24566 17.23770  -0.18
O: 19.09609 18.07030 16.06333  -0.18
C: 18.37826 19.27650 16.16758  -0.14
N: 20.38565 15.39996 16.52904  0.09
H: 18.70636 13.90215 18.00341  0.06
H: 17.61450 15.20555 18.50288  0.05
H: 19.21493 15.22384 19.06400  0.07
H: 18.41525 15.52911 16.09431  0.13
H: 19.29112 17.59022 18.13286  0.12
H: 17.68000 17.31608 17.45327  0.12
H: 18.65526 19.87804 17.06855  0.09
H: 17.30508 19.07940 16.18281  0.06
H: 18.55851 19.91140 15.24024  0.11
H: 21.05129 15.58184 17.18649  0.04
H: 20.53903 15.87494 15.66501  0.08
C: 17.35545 16.00843 24.55924  -0.04
C: 16.79109 15.26034 23.31240  -0.42
C: 17.29195 16.01487 22.04530  -0.17
O: 16.75768 17.36724 22.12472  -0.21
C: 17.68557 18.33426 21.74791  -0.15
N: 17.20640 13.87044 23.36566  0.06
H: 18.38115 16.17618 24.42854  0.06
H: 17.18608 15.32298 25.36139  0.06
H: 16.95232 16.93882 24.78434  0.05
H: 15.68428 15.37156 23.33595  0.13
H: 16.89526 15.44939 21.19019  0.11
H: 18.40469 16.04907 22.00020  0.13
H: 17.23198 19.33538 21.67113  0.08
H: 18.20831 18.18781 20.74604  0.10
H: 18.46653 18.45221 22.55111  0.10
H: 18.21036 13.88032 23.13886  0.08
H: 16.77426 13.30088 22.65247  0.06
C: 10.50323 16.01005 13.65841  -0.08
C: 9.68652 14.86475 13.08690  -0.43
C: 8.40447 15.38797 12.47071  -0.21
O: 7.37770 15.30827 13.42570  -0.20
C: 6.12926 14.83989 12.94741  -0.11
N: 10.50551 14.11436 12.09209  0.04
H: 11.08501 16.47537 12.88519  0.07
H: 11.29405 15.62301 14.32316  0.06
H: 9.89728 16.67196 14.27342  0.08
H: 9.36962 14.20214 13.94975  0.12
H: 8.14865 14.78994 11.55399  0.13
H: 8.61751 16.42959 12.21240  0.13
H: 5.43390 15.08086 13.72953  0.08
H: 6.22172 13.81702 12.61432  0.08
H: 5.81781 15.32768 12.00542  0.09
H: 11.37020 13.62824 12.38978  0.07
H: 9.84356 13.57718 11.52417  0.06
C: 18.99119 12.57100 11.08462  -0.04
C: 20.06003 11.46814 11.09622  -0.50
C: 19.67888 10.32548 11.98385  -0.14
O: 20.77987 9.31664 11.88352  -0.20
C: 20.56587 8.04889 12.48008  -0.11
N: 20.30983 11.04763 9.76724  0.04
H: 18.76870 12.99631 12.03712  0.04
H: 18.00311 12.16706 10.72264  0.10
H: 19.39306 13.30577 10.38030  0.09
H: 21.02326 11.86519 11.47971  0.15
H: 18.81285 9.95274 11.45305  0.12
H: 19.49338 10.54197 13.01249  0.09
H: 21.51540 7.46890 12.46121  0.10
H: 19.89323 7.45730 11.93398  0.06
H: 20.20581 8.11036 13.53904  0.07
H: 19.44002 10.98950 9.23633  0.08
H: 20.81319 10.17858 9.82103  0.07
C: 12.87898 13.81020 18.57625  -0.03
C: 14.07509 13.19713 19.38545  -0.41
C: 15.32906 13.82929 18.96382  -0.24
O: 15.71154 13.55471 17.62632  -0.17
C: 16.47768 12.37763 17.68245  -0.12
N: 13.73472 13.30562 20.82722  0.09
H: 11.95784 13.35947 18.88705  0.06
H: 13.06417 13.71004 17.48348  0.07
H: 12.78666 14.84572 18.80124  0.03
H: 14.13348 12.10671 19.19023  0.09
H: 16.15786 13.57846 19.71357  0.14
H: 15.11789 14.92470 19.05476  0.13
H: 15.87002 11.55440 17.95708  0.07
H: 17.25049 12.41823 18.46217  0.06
H: 16.96092 12.18697 16.71131  0.08
H: 12.83499 12.84550 21.00839  0.08
H: 13.64793 14.27972 21.09826  0.03

Output
ΔE to the lowest compared entry with this formula, charge and spin ... 5.947 eV
Gap between HOMO and LUMO ... 9.1 eV
LUMO energy ... 0.46 eV